16
Properties=species:S:1:pos:R:3:forces:R:3 method="wB97M-V/def2-TZVPD" spin_multiplicity=1 smiles="C1=C[C@H]2CC=CC2=C1" energy_ev=-8423.4936 charge=0 orbital_gap_ev=8.4389 de_lowest_kcal_mol=35.21 lumo_energy_ev=0.7
C 1.873640 0.753244 -0.995409 -0.3 -0.8 1.6
C 1.693372 0.535095 0.374003 0.6 1.1 -2.5
C 0.449806 -0.201493 0.636447 -0.1 -1.8 0.4
C -0.853295 0.170495 1.426317 -0.4 2.3 -1.4
C -1.942845 -0.503296 0.573466 1.1 0.3 0.7
C -1.469097 -0.754903 -0.648134 -2.4 -1.4 -1.1
C -0.093585 -0.405259 -0.754654 0.4 0.7 0.0
C 0.686815 0.202175 -1.674105 0.8 -0.5 -0.7
H 2.778117 1.123470 -1.545011 -1.0 -0.2 0.9
H 2.446499 0.668450 1.093462 0.8 0.4 0.9
H 0.777479 -1.180273 1.113615 -0.2 0.7 -0.8
H -0.950740 1.300237 1.178549 -0.1 -1.5 0.9
H -0.910842 0.004638 2.510432 0.3 0.0 -0.4
H -2.937235 -0.693953 0.935300 -0.2 0.0 0.0
H -2.129494 -1.199214 -1.448634 1.0 0.7 0.8
H 0.581403 0.180587 -2.775643 -0.2 0.2 0.9